{
  "formula": "C3H15N2O3",
  "method": "the ωB97M-V functional and the def2-TZVPD basis",
  "symbols": ["C", "C", "C", "N", "N", "H", "H", "H", "H", "H", "H", "H", "H", "H", "H", "H", "O", "H", "H", "O", "H", "H", "O"],
  "xyz": [[-1.840806, 1.875970, 0.124332], [-0.865120, 0.757565, 0.288838], [0.393825, 1.009837, 0.659321], [1.294242, -0.112973, 1.077389], [-1.304722, -0.480244, -0.096550], [-1.451135, 2.865463, 0.297197], [-2.666146, 1.717701, 0.815968], [-2.246678, 1.859062, -0.889699], [0.802646, 1.934184, 0.907721], [2.232857, 0.215907, 1.276109], [1.306325, -0.795321, 0.309327], [0.845863, -0.536287, 1.889600], [-2.226538, -0.509276, -0.497397], [-0.686085, -1.225150, -0.375425], [0.778523, -2.710112, -4.128752], [0.482840, -4.025449, -3.466901], [0.800685, -3.141808, -3.267364], [-0.880720, 4.139842, 1.957127], [-0.768336, 3.267645, 3.237652], [-0.356047, 3.463666, 2.392407], [1.569510, -2.421902, -1.640161], [1.953579, -3.138829, -0.243458], [1.422443, -2.473573, -0.682242]],
  "forces_ev_per_angstrom": [[-0.51, -0.21, -0.38], [0.70, 0.09, -1.03], [0.18, -0.88, 0.52], [-1.35, 0.33, -0.91], [-0.44, 0.09, 0.47], [0.38, -0.05, 0.11], [-0.14, 0.01, 0.06], [-0.04, -0.07, 0.03], [0.12, 1.35, 0.39], [0.04, -0.07, 0.11], [0.58, -0.69, 0.09], [0.49, -0.27, 0.16], [0.03, -0.19, 0.01], [0.04, 0.02, 0.03], [0.09, 0.14, 0.04], [-0.02, -0.25, 0.22], [-0.01, 0.24, -0.40], [-0.11, 0.17, 0.31], [-0.15, 0.23, 0.02], [0.31, -0.17, -0.10], [0.07, -0.77, 0.09], [0.24, -0.24, -0.49], [-0.49, 1.20, 0.64]],
  "multiplicity": 1,
  "total_charge": 1,
  "relative_energy_kj_mol": 91.13,
  "lumo_energy_ev": -2.8
}